Entry 1:
73
Properties=species:S:1:pos:R:3 method="wB97M-V/def2-TZVPD" homo_ev=-7.579 total_charge=-1 orbital_gap_ev=9.73
N 0.38176 0.89278 1.65368
S 0.52865 -0.17200 0.48554
O 0.78869 0.30818 -0.83620
O -0.35542 -1.28917 0.70034
F 1.97868 -0.66079 0.95142
S -1.21221 1.33365 1.33674
O -2.21093 0.52897 1.96894
O -1.48260 1.89555 0.04545
F -1.14309 2.66049 2.23054
C 2.54757 3.91225 2.49750
O 3.40338 4.78463 2.41328
N 1.75080 3.73259 3.60135
N 2.15620 3.13310 1.42483
H 2.03636 4.32719 4.35981
H 1.37369 2.80277 3.64819
H 2.62318 3.11325 0.53883
H 1.54833 2.35920 1.69763
C 4.43545 -3.40356 3.13674
O 5.15900 -4.10756 3.81654
N 4.73799 -2.19505 2.58997
N 3.13170 -3.71591 2.79426
H 5.57214 -1.73839 2.90956
H 4.11461 -1.88540 1.87203
H 2.52673 -3.02542 2.39623
H 2.79723 -4.60376 3.12143
C 0.07193 5.78993 -1.04848
O -0.61492 6.10147 -2.02279
N -0.26791 4.74620 -0.25325
N 1.26854 6.38446 -0.78195
H -1.08312 4.26816 -0.58901
H 0.21459 4.44143 0.57400
H 1.72009 6.87287 -1.53366
H 1.88962 5.87554 -0.17165
C -3.10689 1.40800 -3.30634
O -3.10726 0.23292 -2.94272
N -2.86202 2.47478 -2.50277
N -3.71817 1.71394 -4.51334
H -2.95099 3.40357 -2.87805
H -2.44376 2.41402 -1.58983
H -4.30224 2.53345 -4.49340
H -4.10292 0.85939 -4.88057
C 0.88823 0.18435 5.21444
O 1.48608 -0.03406 6.26236
N -0.43865 0.48354 5.08144
N 1.51524 -0.03643 4.01949
H -1.02496 0.60828 5.88546
H -0.85098 0.70643 4.19494
H 1.13200 0.27669 3.11703
H 2.51344 -0.08634 4.15171
C -2.45878 -3.37840 -0.63791
C -3.08550 -3.03261 0.71280
O -3.11155 -4.30274 1.39709
S -3.19660 -5.51642 0.31514
O -4.43945 -6.21434 0.40186
O -1.96565 -6.23891 0.44416
O -3.18409 -4.55010 -0.97121
H -1.37300 -3.48890 -0.67146
H -2.58588 -2.55843 -1.34930
H -4.09327 -2.63140 0.79515
H -2.39332 -2.34995 1.20567
C -0.46719 -2.14943 -3.67082
C 0.41461 -3.10715 -4.46252
C 0.93324 -2.21570 -5.60301
O 1.09147 -0.98470 -4.91309
C 0.04380 -0.74092 -3.97736
H -0.60386 -2.36013 -2.61133
H -1.47192 -2.25719 -4.09316
H -0.07918 -4.00947 -4.83279
H 1.22384 -3.51130 -3.84946
H 0.24090 -2.21811 -6.45236
H 1.90412 -2.51898 -5.99067
H -0.71740 -0.09876 -4.43114
H 0.36180 -0.17617 -3.10199

---

Entry 2:
16
Properties=species:S:1:pos:R:3 method="wB97M-V/def2-TZVPD" de_lowest_kcal_mol=36.2 homo_ev=-14.150 total_charge=+1 orbital_gap_ev=9.18
C -0.64497 -1.83018 2.06562
C -0.33890 -0.98638 0.87465
C 0.63566 -0.07210 0.76067
N 0.48447 0.95904 -0.21399
C 1.34293 1.88380 -0.43321
H -1.30033 -1.17368 2.65934
H 0.25683 -1.84079 2.68407
H -1.11549 -2.78866 1.89942
H -1.09607 -0.80820 0.11211
H 1.45041 0.10299 1.45040
H -0.46668 1.02323 -0.54222
H 0.95103 2.78892 -0.87592
H 2.35914 1.65198 -0.14282
H -0.73668 -0.30351 -3.22281
H -1.94467 0.26203 -2.65521
O -1.04515 0.10425 -2.40798